{
  "formula": "C3H4N2OS",
  "method": "ωB97M-V/def2-TZVPD",
  "symbols": ["C", "C", "C", "N", "N", "O", "S", "H", "H", "H", "H"],
  "coordinates": [[0.68266, -0.76560, -0.11259], [0.19304, -0.96870, -1.44374], [0.35573, 0.38197, 0.42883], [-0.63057, -0.08035, -1.94930], [-1.14479, 0.74054, -1.17015], [0.17749, 1.32174, 1.13880], [0.18684, 1.08894, 3.11044], [1.50697, -1.34774, 0.43821], [0.27413, -1.85428, -2.00392], [-1.24938, 1.69972, -1.46291], [-0.35211, -0.21626, 3.02632]],
  "forces_ev_per_angstrom": [[2.102, -1.470, 0.513], [-1.187, 0.133, 0.301], [-1.895, 1.720, -0.793], [1.072, -0.946, -1.748], [0.255, 0.435, 3.256], [0.572, 0.342, -0.798], [-0.580, -1.690, 1.917], [-1.470, 0.653, -1.211], [0.707, -0.929, -0.502], [-0.134, 0.247, -0.962], [0.558, 1.506, 0.028]],
  "lumo_energy_ev": [-1.38, -0.86],
  "e_homo_ev": [-8.032, -8.397],
  "orbital_gap_ha": [0.2443, 0.2771]
}

{
  "formula": "C7H8N2O",
  "method": "ωB97M-V/def2-TZVPD",
  "symbols": ["N", "C", "C", "C", "N", "C", "O", "H", "H", "C", "C", "C", "H", "H", "H", "H", "H", "H"],
  "coordinates": [[-2.42415, 1.51561, -2.31175], [-1.59424, 1.62991, -1.51606], [-0.42697, 1.89048, -0.68191], [-0.68427, 2.14797, 0.77936], [-0.66290, 2.39935, 1.90645], [0.81526, 2.06458, -1.15949], [1.83952, 2.31111, -0.40158], [1.00022, 2.00471, -2.22792], [1.78264, 2.69530, 0.51437], [0.92346, -0.75043, 0.39428], [-0.20209, -0.71800, -0.18939], [-1.55605, -1.05872, 0.44163], [0.82085, -0.91062, 1.45690], [1.77242, -0.45497, -0.12430], [-0.38421, -0.59713, -1.24768], [-2.03179, -0.21438, 0.85019], [-2.35500, -1.48231, -0.27975], [-1.51021, -1.68213, 1.39914]],
  "forces_ev_per_angstrom": [[0.381, -0.162, 0.712], [0.758, 0.565, -0.500], [-2.145, 0.970, 1.603], [0.944, -0.237, -1.435], [-0.185, -0.164, -0.627], [-1.530, 0.284, 0.293], [2.271, 0.811, 0.777], [0.274, -0.204, 0.187], [-0.912, -0.797, -1.212], [0.897, -0.013, 2.337], [-5.168, -1.798, -1.931], [-0.480, -1.853, 0.414], [1.007, -0.133, 0.290], [1.813, 0.174, -0.356], [0.719, 0.228, -0.289], [-0.592, 1.675, 0.229], [1.654, 0.383, 1.029], [0.294, 0.271, -1.520]],
  "lumo_energy_ev": -0.10,
  "e_homo_ev": -9.708,
  "orbital_gap_ha": 0.3530,
  "smiles": "N#CC(C#N)=CO.C=CC"
}

{
  "formula": "C73H78AsClN7O10SSeSiTi",
  "method": "ωB97M-V/def2-TZVPD",
  "symbols": ["Ti", "S", "C", "C", "C", "C", "C", "C", "As", "C", "C", "C", "C", "C", "C", "C", "C", "C", "C", "C", "C", "H", "H", "H", "H", "H", "H", "H", "H", "H", "H", "H", "H", "H", "H", "N", "C", "C", "C", "N", "C", "C", "N", "C", "H", "H", "H", "H", "H", "H", "H", "H", "H", "H", "H", "H", "H", "H", "H", "H", "C", "C", "C", "C", "N", "C", "Se", "N", "C", "C", "C", "C", "C", "C", "C", "C", "C", "C", "H", "H", "H", "H", "H", "H", "H", "H", "H", "H", "H", "H", "H", "H", "H", "H", "H", "H", "H", "H", "H", "H", "O", "C", "O", "C", "C", "C", "C", "C", "C", "N", "O", "O", "N", "O", "O", "H", "H", "H", "O", "Si", "C", "C", "C", "C", "C", "C", "C", "C", "C", "C", "C", "C", "C", "C", "C", "C", "C", "C", "H", "H", "H", "H", "H", "H", "H", "H", "H", "H", "H", "H", "H", "H", "H", "C", "C", "C", "C", "Cl", "C", "C", "C", "O", "C", "C", "O", "O", "H", "H", "H", "H", "H", "H", "H", "H"],
  "coordinates": [[-0.84272, 0.36897, 0.98935], [0.03655, 1.07120, 3.09421], [0.52137, 2.75702, 2.86547], [0.20457, 3.68192, 3.85657], [0.60821, 5.00123, 3.73969], [1.35768, 5.39517, 2.64101], [1.69496, 4.46621, 1.66755], [1.27196, 3.14436, 1.75222], [1.81550, 1.76630, 0.45354], [3.60242, 1.70559, 1.35821], [3.75340, 0.81492, 2.42006], [4.93339, 0.75174, 3.14720], [5.98497, 1.59784, 2.83496], [5.82206, 2.53704, 1.82772], [4.64231, 2.59551, 1.10061], [2.26386, 2.94070, -1.05923], [3.45471, 2.79004, -1.76677], [3.78042, 3.65792, -2.79616], [2.91620, 4.68840, -3.13888], [1.70414, 4.81338, -2.47766], [1.37809, 3.93952, -1.45140], [-0.35572, 3.34809, 4.71899], [0.35980, 5.71363, 4.51552], [1.69474, 6.41873, 2.54343], [2.30756, 4.77745, 0.83181], [2.92272, 0.19510, 2.72801], [5.02551, 0.05008, 3.96670], [6.91339, 1.54548, 3.38812], [6.61608, 3.24047, 1.61187], [4.53412, 3.35406, 0.33898], [4.13080, 1.98592, -1.50840], [4.71475, 3.53409, -3.32863], [3.18754, 5.39379, -3.91318], [1.01201, 5.59775, -2.75474], [0.42057, 4.04080, -0.95596], [-1.00045, -5.61976, 2.08611], [0.02953, -4.81353, 1.38159], [0.42561, -3.62980, 2.25409], [1.55670, -2.83103, 1.58350], [1.29200, -1.38186, 1.62622], [1.71056, -3.24511, 0.11620], [0.36500, -3.26900, -0.60663], [-0.16734, -1.89220, -0.59890], [-0.55202, -4.32073, 0.05299], [-0.65376, -5.98863, 2.97005], [-1.83556, -5.02403, 2.30136], [-1.32708, -6.39730, 1.51322], [0.87757, -5.47971, 1.21096], [0.73759, -3.96508, 3.24701], [-0.43790, -2.97074, 2.35915], [2.49536, -3.06146, 2.10145], [2.04987, -0.89836, 1.15470], [1.28015, -1.07277, 2.59270], [2.19138, -4.22305, 0.04320], [2.36789, -2.52659, -0.38075], [0.53674, -3.58994, -1.64125], [-1.00214, -1.86993, -1.17279], [0.51165, -1.27904, -1.06048], [-0.68705, -5.16475, -0.62786], [-1.52501, -3.86649, 0.24482], [2.02523, -3.39596, -7.93366], [1.88586, -3.72233, -6.44922], [1.48158, -2.49720, -5.63251], [1.19196, -2.79522, -4.15966], [2.39022, -2.90446, -3.34660], [2.94949, -1.85546, -2.67726], [2.23011, -0.18452, -2.51757], [4.06678, -2.31662, -2.05076], [4.92819, -1.49324, -1.21954], [5.90201, -0.60360, -1.99434], [7.06728, -1.32975, -2.67518], [6.71245, -1.95961, -4.02290], [4.20926, -3.67346, -2.29696], [5.14953, -4.60118, -1.87711], [4.98657, -5.91180, -2.29998], [3.91520, -6.28669, -3.10956], [2.97481, -5.35979, -3.53365], [3.14251, -4.04678, -3.12116], [2.26331, -4.29405, -8.50306], [2.81931, -2.66707, -8.09988], [1.09452, -2.98200, -8.32411], [2.83374, -4.11924, -6.07705], [1.12171, -4.49729, -6.32694], [0.57744, -2.06243, -6.06616], [2.26446, -1.73639, -5.68504], [0.62443, -3.72478, -4.06212], [0.60882, -1.97270, -3.74320], [5.47440, -2.15826, -0.54847], [4.28142, -0.84411, -0.62333], [6.30209, 0.10983, -1.26899], [5.33721, -0.03550, -2.73839], [7.46850, -2.09333, -2.00087], [7.86416, -0.60154, -2.83798], [6.01966, -2.79284, -3.91447], [7.61157, -2.33672, -4.51041], [6.25802, -1.21694, -4.68116], [5.98714, -4.31883, -1.25354], [5.71092, -6.65747, -2.00166], [3.82204, -7.31735, -3.42377], [2.15035, -5.64886, -4.17075], [-0.82152, 0.54556, -1.87327], [-1.96148, 0.31649, -1.51353], [-2.28142, 0.07709, -0.27669], [-3.12584, 0.17248, -2.45436], [-4.12445, -0.72192, -2.09304], [-5.25981, -0.83916, -2.87127], [-5.43391, -0.07672, -4.01096], [-4.40746, 0.77860, -4.37079], [-3.25201, 0.91421, -3.61769], [-4.54374, 1.56308, -5.61112], [-3.56102, 2.15908, -5.99924], [-5.62804, 1.55040, -6.15702], [-6.29162, -1.79406, -2.45699], [-7.41122, -1.63569, -2.89000], [-5.94634, -2.68866, -1.70229], [-4.03724, -1.31308, -1.19606], [-6.33088, -0.15196, -4.60798], [-2.47527, 1.60300, -3.92002], [-1.88458, -0.86422, 1.97497], [-3.29413, -1.15574, 2.73208], [-4.88685, -0.41497, 2.01873], [-4.89116, 0.25935, 0.79801], [-6.07782, 0.60210, 0.16350], [-7.29429, 0.30669, 0.75341], [-7.31368, -0.35241, 1.97453], [-6.12777, -0.72127, 2.58674], [-4.00331, -2.94268, 2.53164], [-4.51657, -3.64366, 3.63616], [-5.37567, -4.72489, 3.47877], [-5.77552, -5.11757, 2.20840], [-5.30919, -4.42540, 1.09606], [-4.44834, -3.35422, 1.26400], [-3.02918, -1.01369, 4.59927], [-4.08138, -0.92783, 5.51488], [-3.84674, -0.90961, 6.88191], [-2.54750, -0.96045, 7.36722], [-1.48679, -1.01811, 6.47551], [-1.73145, -1.05331, 5.11080], [-3.94922, 0.51058, 0.33683], [-6.05111, 1.11287, -0.79305], [-8.22139, 0.57935, 0.26600], [-8.25950, -0.60288, 2.43747], [-6.18521, -1.27748, 3.51501], [-4.24016, -3.32625, 4.63464], [-5.76256, -5.23712, 4.35091], [-6.47668, -5.93277, 2.08562], [-5.65155, -4.68285, 0.10187], [-4.14102, -2.79202, 0.38867], [-5.10281, -0.85709, 5.16284], [-4.67993, -0.85510, 7.57113], [-2.36350, -0.94931, 8.43354], [-0.46843, -1.03297, 6.84350], [-0.89752, -1.07929, 4.42167], [-3.10624, 2.68203, 5.06027], [-4.29651, 3.03058, 4.21858], [-5.51634, 3.30166, 4.82338], [-6.60888, 3.71007, 4.07834], [-8.10357, 4.05104, 4.88053], [-6.50433, 3.84120, 2.70768], [-5.30227, 3.54455, 2.08881], [-4.20406, 3.13169, 2.82678], [-3.00332, 2.77868, 2.21736], [-2.60453, 3.64654, 1.16671], [-1.86660, 2.90734, 0.03728], [-2.10784, 3.12413, -1.12012], [-0.92847, 2.06898, 0.45876], [-3.41317, 2.26940, 6.02033], [-2.52349, 3.58632, 5.25034], [-2.46554, 1.97193, 4.54953], [-5.59983, 3.21137, 5.89897], [-7.35459, 4.15282, 2.11735], [-5.24868, 3.61800, 1.01084], [-1.89706, 4.37872, 1.57753], [-3.44775, 4.18211, 0.74309]],
  "forces_ev_per_angstrom": [[1.531, -2.984, 1.220], [-0.484, 0.237, -0.131], [0.282, -0.080, -0.102], [-0.033, -0.096, 0.029], [0.050, 0.029, -0.007], [0.002, -0.022, 0.019], [0.035, -0.059, -0.130], [-0.173, 0.263, 0.095], [0.913, 0.989, 0.443], [-0.205, -0.383, -0.093], [-0.051, -0.062, -0.053], [0.041, 0.006, 0.023], [0.002, 0.004, 0.026], [0.035, 0.024, 0.010], [-0.099, -0.001, -0.146], [-0.153, -0.148, -0.056], [-0.060, -0.152, 0.114], [0.025, 0.064, -0.036], [0.005, -0.020, 0.041], [0.005, 0.045, -0.021], [-0.175, -0.123, 0.081], [0.002, 0.023, 0.006], [-0.030, 0.001, -0.006], [-0.001, 0.005, 0.016], [-0.017, 0.045, -0.021], [0.062, -0.026, -0.018], [-0.014, -0.004, 0.001], [-0.007, 0.017, 0.016], [0.001, -0.004, -0.027], [0.034, 0.000, -0.023], [0.047, 0.034, -0.038], [0.010, -0.006, 0.016], [-0.023, -0.049, -0.054], [-0.018, -0.016, 0.003], [0.046, 0.060, 0.007], [-1.146, 0.303, 0.395], [0.294, 0.735, -0.426], [0.004, 0.026, 0.054], [0.119, 0.061, -0.575], [-0.245, -0.310, 0.589], [0.043, 0.169, -0.027], [0.626, 0.306, 0.058], [-0.662, -0.358, -0.026], [-0.006, 0.082, 0.095], [0.016, -0.048, 0.102], [0.424, -0.302, -0.130], [-0.052, -0.076, -0.027], [-0.087, -0.043, 0.075], [-0.070, 0.027, 0.027], [-0.186, 0.066, 0.063], [-0.003, 0.005, -0.026], [0.011, 0.032, 0.070], [0.131, 0.164, -0.007], [0.095, 0.002, -0.051], [-0.032, -0.122, 0.098], [0.038, -0.004, 0.098], [-0.002, 0.021, -0.116], [-0.066, -0.118, -0.214], [-0.090, 0.006, 0.023], [-0.193, 0.013, 0.046], [0.016, -0.092, 0.136], [-0.005, 0.219, -0.110], [0.021, -0.227, 0.077], [-0.111, 0.162, -0.314], [0.258, 0.112, 0.121], [-0.070, -0.100, 0.044], [0.209, -0.036, -0.147], [-0.066, -0.031, -0.295], [0.189, 0.302, 0.030], [0.072, -0.216, -0.004], [-0.188, 0.032, -0.110], [0.090, 0.052, 0.135], [-0.129, -0.163, -0.083], [0.039, 0.052, 0.040], [0.042, -0.023, 0.041], [-0.036, -0.008, -0.024], [-0.068, 0.012, -0.020], [0.142, -0.077, 0.116], [0.014, 0.037, -0.055], [-0.011, 0.020, -0.025], [0.013, 0.012, -0.039], [-0.034, -0.088, 0.032], [0.060, -0.059, 0.059], [0.011, 0.035, 0.000], [-0.073, 0.088, -0.007], [0.017, -0.006, 0.046], [-0.011, -0.072, 0.118], [-0.049, -0.018, 0.019], [-0.020, -0.106, 0.060], [-0.053, 0.035, 0.004], [-0.017, 0.079, 0.063], [0.070, 0.039, 0.016], [0.039, -0.042, 0.041], [-0.029, -0.021, -0.064], [-0.034, -0.032, -0.043], [-0.011, -0.015, -0.024], [0.008, 0.014, -0.014], [0.000, 0.005, 0.011], [0.000, 0.000, -0.002], [0.013, -0.002, -0.025], [-0.032, 0.064, -0.119], [-0.048, -0.042, -0.675], [-0.032, -0.121, -0.633], [-0.168, -0.096, 0.227], [-0.090, -0.134, -0.041], [0.455, 0.267, -0.179], [-0.231, -0.066, -0.070], [0.172, -0.185, 0.296], [0.118, 0.141, -0.108], [-0.071, 0.090, -0.126], [-0.134, -0.042, 0.030], [0.155, 0.009, 0.036], [-0.141, -0.225, 0.105], [0.110, -0.009, 0.006], [-0.079, 0.192, -0.133], [0.009, 0.019, 0.015], [-0.002, 0.010, -0.003], [0.002, 0.005, -0.002], [0.491, 0.620, -0.353], [-1.181, -0.918, 0.722], [0.408, 0.562, -0.049], [-0.076, 0.246, 0.182], [-0.127, 0.091, 0.044], [-0.022, 0.005, -0.076], [-0.035, -0.057, 0.064], [-0.026, 0.012, 0.131], [0.161, -0.004, 0.025], [0.564, 0.005, -0.178], [-0.096, -0.055, -0.102], [-0.007, 0.026, 0.068], [0.011, -0.053, -0.065], [0.430, -0.082, 0.099], [-0.001, 0.316, -0.302], [-0.020, 0.135, 0.000], [-0.037, -0.010, 0.025], [0.033, 0.018, -0.024], [0.029, -0.068, 0.059], [-0.031, -0.030, -0.126], [-0.449, 0.063, 0.129], [0.006, 0.045, 0.019], [-0.013, -0.008, -0.004], [0.007, 0.020, 0.032], [-0.023, -0.036, -0.053], [-0.020, -0.064, 0.011], [0.005, -0.008, 0.004], [0.011, -0.023, 0.003], [-0.013, -0.027, 0.009], [-0.043, 0.000, -0.049], [0.007, -0.006, 0.038], [-0.004, 0.022, -0.006], [-0.001, 0.027, 0.008], [0.006, -0.003, 0.003], [0.053, -0.053, 0.019], [-0.018, 0.059, -0.048], [0.107, -0.107, -0.168], [-0.003, 0.050, -0.011], [0.178, -0.083, 0.002], [-0.143, 0.030, 0.024], [-0.112, 0.003, -0.044], [-0.041, -0.124, -0.119], [-0.071, 0.003, 0.174], [-0.182, 0.005, -0.106], [0.560, 0.049, -0.026], [-1.202, 0.808, 0.307], [0.226, -0.097, 0.146], [-0.440, 0.950, -0.100], [0.004, -0.038, -0.009], [0.034, -0.024, 0.030], [0.166, -0.151, 0.010], [-0.038, 0.013, -0.002], [-0.022, 0.006, 0.031], [-0.049, -0.067, 0.020], [0.041, 0.055, -0.046], [0.163, -0.050, -0.171]],
  "charge": 1,
  "lumo_energy_ev": -2.93,
  "e_homo_ev": -9.692,
  "orbital_gap_ha": 0.2483
}